1:
{
  "formula": "C32H54N2O3P2W",
  "method": "ωB97M-V/def2-TZVPD",
  "homo_energy_ha": [-0.4777, -0.4774],
  "charge": 2,
  "lumo_energy_ev": [-8.20, -8.35],
  "gap_ev": [4.8, 4.6],
  "multiplicity": 3,
  "symbols": ["W", "C", "C", "C", "C", "C", "C", "H", "H", "H", "C", "H", "H", "H", "C", "H", "H", "H", "C", "H", "H", "H", "C", "H", "H", "H", "C", "C", "C", "C", "C", "C", "C", "C", "H", "H", "H", "H", "H", "H", "H", "H", "H", "H", "H", "H", "P", "P", "C", "C", "H", "H", "H", "H", "C", "H", "H", "H", "C", "H", "H", "H", "C", "H", "H", "H", "C", "H", "H", "H", "C", "C", "C", "C", "C", "C", "O", "N", "C", "O", "N", "C", "O", "H", "H", "H", "H", "H", "H", "H", "H", "H", "H", "H"],
  "positions_angstrom": [[2.837, -0.064, -0.887], [1.609, 0.313, 2.573], [1.856, 1.540, 1.830], [-0.377, 1.441, 2.421], [0.244, 0.262, 2.923], [0.594, 2.182, 1.689], [2.618, -0.578, 3.156], [3.615, -0.342, 2.776], [2.376, -1.629, 2.955], [2.654, -0.455, 4.251], [-0.315, -0.717, 3.880], [-0.002, -1.734, 3.606], [-1.406, -0.662, 3.906], [0.064, -0.504, 4.892], [-1.744, 1.917, 2.729], [-2.086, 1.490, 3.689], [-2.445, 1.607, 1.929], [-1.742, 3.020, 2.814], [0.370, 3.547, 1.148], [0.303, 4.301, 1.960], [-0.571, 3.618, 0.580], [1.184, 3.865, 0.477], [3.159, 2.241, 1.739], [3.343, 2.707, 2.709], [3.112, 3.045, 1.020], [4.013, 1.617, 1.479], [2.718, -0.976, -2.631], [4.159, -0.966, -2.050], [5.086, 0.223, -2.185], [4.559, 1.644, -1.669], [3.148, 1.857, -1.233], [1.940, 1.475, -2.000], [2.048, 1.302, -3.536], [2.503, -0.140, -3.872], [5.252, 0.307, -3.285], [4.645, 2.370, -2.514], [6.096, 0.060, -1.679], [3.476, -0.207, -4.389], [2.433, -2.048, -2.746], [4.634, -1.938, -2.244], [1.706, -0.727, -4.383], [1.067, 1.481, -4.021], [0.947, 1.745, -1.617], [2.772, 2.005, -4.019], [5.248, 1.992, -0.860], [3.047, 2.824, -0.722], [0.550, -1.277, -1.434], [-1.650, 1.939, -1.462], [-0.957, -0.813, -2.499], [-1.610, 0.597, -2.792], [-1.738, -1.361, -1.933], [-0.763, -1.334, -3.459], [-1.186, 1.039, -3.712], [-2.698, 0.466, -3.009], [-3.289, 2.693, -1.256], [-3.045, 3.646, -0.761], [-3.947, 2.117, -0.594], [-3.772, 2.895, -2.216], [-0.836, 3.233, -2.449], [-1.307, 3.268, -3.429], [0.233, 3.095, -2.594], [-1.000, 4.157, -1.900], [0.936, -3.162, -1.581], [1.021, -3.563, -0.550], [1.894, -3.439, -2.071], [0.130, -3.632, -2.171], [3.855, -1.547, 0.157], [3.822, -0.851, 1.042], [4.921, -1.739, -0.081], [3.327, -2.485, 0.375], [-5.665, -0.829, 0.739], [-4.829, -1.950, 0.146], [-3.482, -2.247, 0.836], [-3.609, -2.621, 2.350], [-3.974, -1.491, 3.296], [-2.741, -3.325, 0.056], [-3.088, -3.809, -1.012], [-1.530, -3.597, 0.686], [-0.705, -2.543, 1.094], [0.429, -2.813, 1.518], [-1.184, -1.274, 0.931], [-2.485, -1.080, 0.719], [-2.935, 0.072, 0.439], [-6.154, -1.136, 1.672], [-6.437, -0.523, 0.019], [-5.019, 0.039, 0.922], [-5.404, -2.887, 0.142], [-4.629, -1.709, -0.908], [-4.329, -3.449, 2.405], [-2.641, -3.035, 2.666], [-5.057, -1.405, 3.433], [-3.529, -1.671, 4.283], [-3.600, -0.523, 2.937], [-1.040, -4.443, 0.421]]
}


2:
{
  "formula": "C32H54N2O3P2W",
  "method": "ωB97M-V/def2-TZVPD",
  "homo_energy_ha": [-0.5085, -0.5088],
  "charge": 2,
  "lumo_energy_ev": [-8.21, -7.78],
  "gap_ev": [5.6, 6.1],
  "multiplicity": 3,
  "symbols": ["W", "C", "C", "C", "C", "C", "C", "H", "H", "H", "C", "H", "H", "H", "C", "H", "H", "H", "C", "H", "H", "H", "C", "H", "H", "H", "C", "C", "C", "C", "C", "C", "C", "C", "H", "H", "H", "H", "H", "H", "H", "H", "H", "H", "H", "H", "P", "P", "C", "C", "H", "H", "H", "H", "C", "H", "H", "H", "C", "H", "H", "H", "C", "H", "H", "H", "C", "H", "H", "H", "C", "C", "C", "C", "C", "C", "O", "N", "C", "O", "N", "C", "O", "H", "H", "H", "H", "H", "H", "H", "H", "H", "H", "H"],
  "positions_angstrom": [[-0.603, -0.781, 0.485], [-2.452, -0.795, 1.574], [-2.695, -1.329, 0.265], [-1.182, -2.738, 1.329], [-1.534, -1.691, 2.252], [-1.877, -2.498, 0.099], [-3.177, 0.317, 2.263], [-3.786, 0.898, 1.563], [-2.467, 0.986, 2.771], [-3.845, -0.101, 3.032], [-1.284, -1.712, 3.717], [-1.391, -0.719, 4.166], [-0.282, -2.095, 3.949], [-2.000, -2.391, 4.202], [-0.486, -4.011, 1.663], [-0.930, -4.484, 2.551], [0.582, -3.832, 1.849], [-0.560, -4.725, 0.832], [-1.966, -3.487, -1.020], [-2.481, -4.397, -0.674], [-0.967, -3.795, -1.357], [-2.541, -3.103, -1.870], [-3.813, -0.994, -0.665], [-4.589, -1.778, -0.609], [-3.482, -0.966, -1.713], [-4.294, -0.042, -0.416], [-0.286, 4.611, -2.132], [-1.617, 4.768, -2.080], [-2.488, 4.983, -3.286], [-2.092, 4.180, -4.554], [-1.458, 2.831, -4.352], [-0.125, 2.631, -4.367], [0.903, 3.726, -4.265], [0.526, 4.920, -3.354], [-2.499, 6.049, -3.569], [-1.436, 4.811, -5.166], [-3.526, 4.735, -3.013], [-0.005, 5.670, -3.953], [0.304, 4.438, -1.222], [-2.146, 4.897, -1.121], [1.468, 5.374, -3.017], [1.841, 3.272, -3.902], [0.298, 1.632, -4.557], [1.139, 4.149, -5.255], [-3.021, 4.029, -5.123], [-2.158, 1.986, -4.355], [-0.625, 1.604, -0.196], [0.468, -1.131, -1.773], [0.608, 1.684, -1.536], [1.429, 0.437, -1.871], [1.288, 2.522, -1.316], [0.009, 1.996, -2.401], [1.842, 0.509, -2.891], [2.283, 0.322, -1.187], [1.615, -2.484, -2.049], [1.055, -3.375, -2.367], [2.137, -2.697, -1.104], [2.340, -2.213, -2.831], [-0.643, -1.196, -3.224], [-0.097, -0.859, -4.119], [-1.535, -0.569, -3.081], [-0.971, -2.238, -3.376], [-0.173, 2.945, 0.896], [-0.440, 2.619, 1.911], [-0.672, 3.902, 0.657], [0.922, 3.090, 0.875], [-2.277, 1.930, -0.852], [-2.586, 1.197, -1.603], [-2.303, 2.916, -1.321], [-2.991, 1.926, -0.021], [4.313, -3.922, 2.499], [4.425, -2.415, 2.644], [3.159, -1.621, 3.041], [2.561, -2.071, 4.414], [2.006, -3.474, 4.559], [3.532, -0.138, 3.095], [4.635, 0.371, 3.032], [2.391, 0.652, 3.293], [1.126, 0.373, 2.800], [0.166, 1.042, 3.187], [1.109, -0.650, 1.844], [2.109, -1.622, 1.921], [2.172, -2.495, 1.030], [4.417, -4.435, 3.463], [5.137, -4.274, 1.868], [3.376, -4.199, 2.005], [5.193, -2.193, 3.401], [4.773, -1.985, 1.692], [3.363, -1.921, 5.157], [1.776, -1.349, 4.688], [2.655, -4.254, 4.160], [1.876, -3.684, 5.627], [1.021, -3.585, 4.098], [2.506, 1.582, 3.665]]
}


Energies relative to the minimum, kcal/mol: 1 262.2; 2 0.0